No. 1
Formula: C18H28AsN5Pd
Source: OMol25
Level of theory: ωB97M-V/def2-TZVPD

As for the HOMO energy: 1.63 eV. For the LUMO energy, the calculation gives 5.08 eV. Its total charge is -2. Its frontier orbital gap is 3.441 eV.

Cartesian coordinates (Å):
Pd -0.45920 0.48874 1.09864
N 2.66056 -0.69699 0.48767
C 3.80803 -1.00852 -0.13696
C 4.41058 0.18195 -0.49585
C 3.52175 1.16615 -0.01662
N 2.47242 0.61702 0.57547
H 1.97112 -1.30941 0.96858
H 4.09358 -2.03515 -0.29793
H 5.33728 0.31552 -1.02845
H 3.58554 2.24075 -0.08703
C 0.13355 4.97512 0.14900
As -0.40979 3.04082 0.44092
C -0.23168 2.57356 -1.46660
C -2.33526 3.42269 0.35221
H -0.40126 5.41178 -0.70094
H 1.20880 5.02051 -0.03889
H -0.08706 5.55150 1.05068
H -0.74321 3.32030 -2.08285
H -0.69525 1.59399 -1.59068
H 0.82522 2.52731 -1.73693
H -2.53722 4.17691 -0.41341
H -2.69371 3.77283 1.32080
H -2.83072 2.48340 0.10792
C -2.85617 -2.87068 2.24105
N -1.51205 -2.38251 2.46866
C -1.20776 -1.23133 3.14847
C 0.07768 -0.90091 2.77655
N 0.60940 -1.94823 2.01883
C -0.39576 -2.77590 1.82770
H -3.52177 -2.39532 2.95850
H -2.90150 -3.95362 2.37893
H -3.19078 -2.59192 1.23980
H -1.97266 -0.64617 3.62457
H 0.71966 -0.12028 3.17146
H -0.38482 -3.64682 1.19151
C -3.66159 0.87534 2.39743
C -4.22488 0.15555 1.19852
C -5.58321 -0.08893 1.17350
C -6.25908 -0.74266 0.13815
C -5.46139 -1.16050 -0.94949
C -4.11057 -0.94892 -1.00182
C -3.29903 -1.42438 -2.16733
C -3.33275 -0.26800 0.08145
N -2.05873 -0.14676 -0.03295
H -4.15921 1.83816 2.57198
H -2.59095 1.06914 2.25558
H -3.77479 0.29551 3.32853
H -6.16536 0.26059 2.03216
H -7.33126 -0.90401 0.16415
H -5.93274 -1.67828 -1.78945
H -3.93394 -1.92258 -2.91075
H -2.50247 -2.10351 -1.83899
H -2.75998 -0.59400 -2.63731

No. 2
Formula: C15H34B3ClO15S3
Source: OMol25
Level of theory: ωB97M-V/def2-TZVPD

As for the structure (SMILES): O=COCCB1OB(Cl)OB(C[C@H]2CO2)O1.CCOS(C)(=O)=O.CCOS(C)(=O)=O.CCOS(C)(=O)=O. As for the HOMO energy: -9.70 eV. For the LUMO energy, the calculation gives 0.30 eV. Its frontier orbital gap is 10.002 eV.

Cartesian coordinates (Å):
O 4.81226 -2.33864 5.38607
C 4.03165 -3.15264 4.83676
O 4.44232 -3.68426 3.58312
C 3.70935 -3.08850 2.48506
C 3.75179 -1.46571 2.50739
B 3.36178 -0.81414 1.05302
O 2.11505 -0.04650 1.00081
B 2.42208 1.03675 0.07712
Cl 1.18638 1.79999 -1.04431
O 3.82449 1.44571 0.07977
B 4.46620 0.34010 -0.64608
C 5.32216 0.71925 -1.96121
C 4.80491 -0.30195 -3.23763
C 3.61302 0.38018 -4.20372
O 5.15455 0.17409 -4.62436
O 4.22513 -0.97376 -0.12194
H 3.07189 -3.43310 5.38179
H 2.59438 -3.37327 2.48566
H 4.13328 -3.39481 1.46638
H 4.77157 -1.11046 2.88863
H 2.97410 -1.11549 3.28625
H 6.44602 0.57010 -1.87544
H 5.02284 1.75177 -2.36681
H 4.73187 -1.47362 -3.01931
H 3.32765 -0.11251 -5.18867
H 3.71360 1.48149 -4.47494
C -2.53278 0.10933 5.57466
C -1.61236 1.24481 5.16672
O -0.47161 1.34194 6.02450
S 0.68756 0.22124 5.89044
C 1.89144 1.01247 6.91912
O 1.16898 0.20958 4.53479
O 0.25286 -0.97913 6.55503
H -2.04527 -0.86001 5.45208
H -3.43859 0.10620 4.96416
H -2.81209 0.20015 6.62715
H -1.29822 1.14320 4.12369
H -2.15356 2.19026 5.24804
H 2.20874 1.94215 6.44954
H 2.73699 0.33079 7.01628
H 1.45136 1.19762 7.89838
C -6.71103 -0.60737 1.06608
C -6.39935 0.87656 1.13828
O -7.23881 1.55233 2.07758
S -6.96994 1.31654 3.65619
C -8.04834 2.58243 4.26324
O -5.61057 1.67950 3.95575
O -7.51989 0.04265 4.03566
H -6.48248 -1.10695 2.00956
H -6.12182 -1.08948 0.28273
H -7.77280 -0.76757 0.86399
H -5.34523 1.04766 1.37583
H -6.58568 1.32913 0.16156
H -7.66772 3.55529 3.95634
H -8.06020 2.50769 5.35067
H -9.04975 2.41095 3.87001
C 0.94518 -1.95548 -10.13484
C 1.25770 -0.47070 -10.08874
O 0.42934 0.21932 -9.14989
S 0.71688 0.00728 -7.57132
C -0.35430 1.28198 -6.96994
O 2.08025 0.37740 -7.29275
O 0.17032 -1.26010 -7.16582
H 1.18485 -2.44078 -9.18670
H 1.52511 -2.44946 -10.91772
H -0.11893 -2.11854 -10.32197
H 2.31450 -0.29623 -9.86625
H 1.05986 -0.03289 -11.06992
H 0.02248 2.25024 -7.29565
H -0.35301 1.22315 -5.88138
H -1.36036 1.10482 -7.34854

No. 3
Formula: C9H14
Source: OMol25
Level of theory: ωB97M-V/def2-TZVPD

As for the structure (SMILES): Cc1ccccc1.CC. As for the HOMO energy: -9.00 eV. For the LUMO energy, the calculation gives 1.04 eV. Its frontier orbital gap is 10.041 eV.

Cartesian coordinates (Å):
C -2.63035 -1.18483 -0.03932
C -1.60639 -0.27807 0.64025
C -1.86255 1.08084 0.55154
C -0.75840 1.88322 0.76920
C 0.51305 1.38850 1.08356
C 0.70479 0.04290 1.37867
C -0.43686 -0.79636 1.09224
H -3.16978 -1.78454 0.70719
H -2.03484 -1.92865 -0.73568
H -3.50443 -0.58036 -0.55736
H -2.88224 1.40476 0.51041
H -0.95007 2.86193 0.59600
H 1.44178 2.07699 1.04405
H 1.73663 -0.39581 1.74196
H -0.31375 -1.83873 1.50682
C 1.78476 -0.65648 -2.37193
C 3.36308 -0.70620 -1.80236
H 1.63125 0.00417 -3.23759
H 1.56769 -1.62026 -2.74903
H 1.03626 -0.67749 -1.46639
H 3.75560 -1.64517 -2.13337
H 3.97432 0.05749 -2.24950
H 3.28482 -0.57554 -0.78860

No. 4
Formula: C18H18N10ReSSbSe4
Source: OMol25
Level of theory: ωB97M-V/def2-TZVPD

As for the HOMO energy (spin up / spin down): -19.05 / -19.05 eV. For the LUMO energy (spin up / spin down), the calculation gives -14.06 / -14.07 eV. Its total charge is +4. Its frontier orbital gap (spin up / spin down) is 4.988 / 4.979 eV.

Cartesian coordinates (Å):
Re -0.38702 0.43231 0.52996
N -2.32164 0.88261 3.31583
C -1.93168 -0.38815 3.16665
N -2.41379 -1.24106 4.03643
C -2.11375 -2.53546 3.90020
N -2.56195 -3.40431 4.76768
N -1.34705 -3.00524 2.86571
C -0.89564 -2.12779 2.04756
N -1.09731 -0.76119 2.10673
C -0.08652 -2.58206 0.91235
C 0.30225 -3.89947 0.77334
C 1.11335 -4.24391 -0.29765
C 1.50004 -3.24728 -1.18256
C 1.07029 -1.95290 -0.98004
N 0.27488 -1.60900 0.05141
H -2.83004 1.06341 4.17279
H -1.81930 1.65288 2.90985
H -3.12265 -3.10117 5.55238
H -2.33232 -4.38410 4.67885
H -0.02474 -4.62195 1.50750
H 1.44421 -5.26584 -0.43218
H 2.13780 -3.46376 -2.02883
H 1.36364 -1.16934 -1.65785
Se -3.70162 5.54744 -0.28671
Sb -5.34771 4.11440 0.33383
Se -2.45454 1.15324 0.05220
Se 0.33501 2.05607 1.85700
Se -7.00426 2.68685 0.92338
N 2.74780 0.70888 -0.77511
C 4.03389 0.47598 -0.47214
C 4.07660 -0.01283 0.81726
C 2.75234 -0.02547 1.23707
N 1.93865 0.41015 0.26362
H 2.38477 1.15544 -1.60596
H 4.82025 0.68423 -1.18071
H 4.94711 -0.30474 1.37907
H 2.35639 -0.34684 2.18824
N -1.42658 -1.16107 -2.38200
C -0.71048 -0.04788 -2.59358
N -0.18574 0.73220 -1.63803
C 0.35635 1.92219 -2.22001
C 0.86326 3.04710 -1.57393
C 1.38449 4.08302 -2.33427
C 1.40498 4.02156 -3.72736
C 0.88866 2.91999 -4.38430
C 0.36345 1.88917 -3.61562
S -0.40941 0.44821 -4.21032
H -1.87934 -1.32819 -1.49969
H -1.82762 -1.64123 -3.17562
H 0.87864 3.12525 -0.49440
H 1.78918 4.95254 -1.83412
H 1.82029 4.84028 -4.29866
H 0.88414 2.86681 -5.46525

No. 5
Formula: C37H49CoN7O2
Source: OMol25
Level of theory: ωB97M-V/def2-TZVPD

The spin multiplicity is 2. The expectation value of S² is 0.83. As for the HOMO energy (spin up / spin down): -7.82 / -7.75 eV. For the LUMO energy (spin up / spin down), the calculation gives -0.40 / -0.24 eV. Its frontier orbital gap (spin up / spin down) is 7.419 / 7.509 eV.

Cartesian coordinates (Å):
Co -0.35972 -0.34959 0.24296
C 4.48614 -0.94087 1.13779
C 3.93076 -0.30288 -0.14056
C 5.01714 0.49261 -0.87871
C 3.29179 -1.34405 -1.04724
C 4.04592 -2.43134 -1.48618
C 3.49905 -3.41024 -2.29942
C 2.16817 -3.31456 -2.68061
C 1.38939 -2.23694 -2.27384
C -0.05044 -2.08992 -2.74267
C -0.73688 -3.41618 -3.05342
C -0.12135 -1.14742 -3.95472
C 1.96427 -1.24206 -1.46816
N 1.15202 -0.16073 -1.00695
C 1.48014 1.10952 -1.34852
O 2.24580 1.50617 -2.21099
C 0.85477 2.09341 -0.37350
C 1.17448 3.42428 -0.20278
C 0.64288 4.07764 0.90632
C -0.15702 3.40009 1.82834
C -0.43072 2.07228 1.57951
N 0.04698 1.50332 0.48800
C -1.13983 1.07528 2.48686
O -1.93273 1.46552 3.32985
N -0.70977 -0.18049 2.18988
C -0.81832 -1.23057 3.14365
C -1.09454 -2.53985 2.70412
C -1.25454 -3.56149 3.63436
C -1.10258 -3.32766 4.98871
C -0.70946 -2.06772 5.40642
C -0.53222 -1.01584 4.51129
C 0.06090 0.28058 5.05858
C 1.44431 0.01336 5.67290
C -0.85787 0.95845 6.08203
C -1.08191 -2.93506 1.22951
C 0.26373 -3.58603 0.86850
C -2.24420 -3.83869 0.81429
H 4.92751 -0.17424 1.78216
H 5.26463 -1.67532 0.91350
H 3.69741 -1.44787 1.70248
H 3.15451 0.39497 0.17025
H 5.84705 -0.16452 -1.15935
H 5.41690 1.28575 -0.23768
H 4.61593 0.94769 -1.78675
H 5.08515 -2.51490 -1.18133
H 4.10483 -4.24474 -2.63334
H 1.73509 -4.08832 -3.30673
H -0.60063 -1.61548 -1.93600
H -0.34448 -3.86018 -3.97356
H -1.80982 -3.25544 -3.20614
H -0.61058 -4.14667 -2.24697
H 0.42724 -1.59061 -4.79080
H 0.33601 -0.17959 -3.73402
H -1.15850 -0.98741 -4.27732
H 1.82724 3.91666 -0.91192
H 0.88127 5.12257 1.07411
H -0.53941 3.87375 2.72369
H -1.48864 -4.56601 3.29241
H -1.25198 -4.12639 5.70540
H -0.51245 -1.89728 6.46217
H 0.21945 0.97179 4.23469
H 1.35404 -0.47556 6.64816
H 1.98423 0.95368 5.82170
H 2.04860 -0.62960 5.02853
H -1.02095 0.29923 6.94089
H -1.82485 1.19801 5.64111
H -0.40270 1.88339 6.45337
H -1.15443 -2.03523 0.61961
H 0.37727 -4.52121 1.42325
H 1.10191 -2.93404 1.13108
H 0.33008 -3.80587 -0.20316
H -2.07500 -4.85277 1.18199
H -2.32352 -3.90022 -0.27699
H -3.19573 -3.49463 1.22083
C -2.69460 1.45467 -0.69465
N -4.05545 1.72090 -1.14439
C -4.30370 0.95232 -2.37192
N -4.12966 -0.49037 -2.15717
C -2.76942 -0.72712 -1.69663
N -2.46050 0.00033 -0.43492
C -3.45400 -0.43047 0.59485
N -4.82460 -0.18461 0.16025
C -4.98341 1.25291 -0.10332
C -5.05775 -0.91025 -1.09507
H -2.51789 2.00566 0.22479
H -1.98628 1.78724 -1.45626
H -3.61123 1.28396 -3.14646
H -5.32276 1.13838 -2.71040
H -2.05956 -0.41210 -2.46311
H -2.63765 -1.79637 -1.51181
H -3.25115 0.10280 1.52331
H -3.32283 -1.49548 0.76555
H -4.79526 1.80701 0.81641
H -6.00598 1.44523 -0.42841
H -6.07706 -0.72199 -1.42782
H -4.93990 -1.98120 -0.91823

No. 6
Formula: C6H24HfO8
Source: OMol25
Level of theory: ωB97M-V/def2-TZVPD

The spin multiplicity is 2. The expectation value of S² is 0.75. As for the HOMO energy (spin up / spin down): -0.03 / -5.00 eV. For the LUMO energy (spin up / spin down), the calculation gives 2.08 / 1.99 eV. Its total charge is -1. Its frontier orbital gap (spin up / spin down) is 2.102 / 6.987 eV.

Cartesian coordinates (Å):
Hf -0.17046 -0.21643 -0.44558
C -2.54938 2.23867 -2.05285
O -1.47072 1.48096 -1.55592
H -2.43775 2.59601 -3.07655
H -3.47981 1.67174 -2.02174
H -2.69331 3.07522 -1.36906
C 0.22682 -3.78938 -0.11196
O 0.43264 -2.50935 -0.48500
H 1.09749 -4.39575 0.13774
H -0.44800 -3.91826 0.73427
H -0.35050 -4.32478 -0.86572
C -1.64918 1.43344 3.54725
C -2.16536 0.15468 2.71789
O -1.51231 -0.08739 1.51906
H -1.29293 2.15607 2.81308
H -0.78567 1.30437 4.19979
H -2.43191 2.03017 4.01560
H -3.23501 0.26002 2.53660
H -2.24165 -0.64289 3.45692
C 4.21281 0.60352 -0.41244
C 3.32911 0.46388 -1.73071
O 2.00879 0.11172 -1.61921
H 4.06196 -0.12558 0.38365
H 3.80754 1.55913 -0.07978
H 5.27992 0.59427 -0.63446
H 3.83249 -0.29748 -2.32658
H 3.49552 1.41274 -2.24070
O 0.51407 1.70886 0.63699
H 1.21471 1.85847 1.27178
H 0.11076 2.56870 0.51763
O -0.38197 -0.86883 -2.75828
H -0.98754 -1.43359 -3.23845
H 0.10276 -0.40270 -3.43946
O 1.37077 -0.70116 1.43815
H 1.37353 -1.44496 2.04063
H 1.80924 -0.00011 1.92034
O -2.38548 -1.22051 -0.91690
H -2.95662 -0.76611 -1.53621
H -2.65535 -2.13735 -0.96981

No. 7
Formula: C37H39F2N2
Source: OMol25
Level of theory: ωB97M-V/def2-TZVPD

As for the HOMO energy: -9.99 eV. For the LUMO energy, the calculation gives -4.59 eV. Its total charge is +1. Its frontier orbital gap is 5.398 eV.

Cartesian coordinates (Å):
C 6.74972 -1.05256 1.61510
C 5.36684 -0.48241 1.66343
C 5.16758 0.89070 1.55607
C 3.87695 1.44646 1.61795
C 3.79524 2.93725 1.53775
C 2.78036 0.58533 1.73700
N 1.49893 1.17485 1.97144
C 0.26140 0.84154 1.45140
C -0.07451 -0.09133 0.44623
N -0.67536 1.46638 2.26479
C -2.04109 1.14380 2.27205
C -2.49966 0.18085 3.16438
C -1.65940 -0.31722 4.29967
C -3.75093 -0.39162 2.89439
C -4.50198 0.02435 1.79771
C -5.78982 -0.66828 1.49031
C -4.06872 1.10401 1.01572
C -2.82871 1.69492 1.26531
C -2.31418 2.84543 0.45476
C -0.02670 2.17559 3.24251
C 1.29182 2.02714 3.06201
C 2.96684 -0.78308 1.97448
C 1.86316 -1.70254 2.39099
C 4.26494 -1.31282 1.85782
H 6.71290 -2.14433 1.51824
H 7.32204 -0.64324 0.76948
H 7.31139 -0.81532 2.53295
H 6.01793 1.55486 1.42384
H 2.79171 3.32416 1.34040
H 4.17641 3.41206 2.45496
H 4.45549 3.28484 0.72999
H -0.90684 -0.74067 0.67268
H 0.76758 -0.43257 -0.15352
H -2.26251 -0.99680 4.91960
H -0.78309 -0.89688 3.96272
H -1.29993 0.48760 4.96025
H -4.11299 -1.19340 3.54431
H -6.22340 -0.27790 0.56487
H -5.64051 -1.74965 1.37919
H -6.50858 -0.51775 2.30593
H -4.67958 1.48225 0.19365
H -3.10055 3.18266 -0.23214
H -2.02004 3.70439 1.07780
H -1.44487 2.55766 -0.15314
H -0.55334 2.72951 3.99950
H 2.10707 2.40499 3.64928
H 2.28975 -2.70655 2.51637
H 1.40423 -1.42676 3.35198
H 1.07707 -1.76822 1.63671
H 4.39799 -2.38975 1.95674
C 1.65468 3.80137 -3.75603
C 0.87925 2.62914 -3.28215
C 1.48741 1.37932 -3.21751
F 2.78214 1.25732 -3.64635
C 0.84267 0.26409 -2.72091
C -0.45301 0.39808 -2.18059
C -1.06652 -0.72415 -1.47336
C -1.26253 -1.96883 -2.25379
C -0.73221 -2.18662 -3.56632
C -1.15252 -3.25510 -4.34865
F -0.56843 -3.41688 -5.57555
C -2.12203 -4.18443 -3.99110
C -2.50969 -5.29750 -4.90984
C -2.63373 -3.97419 -2.71113
C -2.24645 -2.92393 -1.87540
C -1.13297 1.61562 -2.39045
C -0.45850 2.71775 -2.88364
H 1.07692 4.71135 -3.58891
H 2.61227 3.90362 -3.23346
H 1.87375 3.74104 -4.82751
H 1.33636 -0.71192 -2.72568
H -1.97653 -0.45992 -0.92063
H -0.02442 -1.50532 -4.02440
H -3.37737 -5.83623 -4.51949
H -2.78436 -4.95097 -5.91253
H -1.71924 -6.04717 -5.05736
H -3.38478 -4.68248 -2.35790
H -2.73622 -2.81722 -0.90891
H -2.20032 1.67973 -2.16072
H -0.95170 3.68244 -2.94559